No. 1
The following is a DFT calculation (ωB97M-V/def2-TZVPD) of 8 unconnected molecules or ions with the total composition C4H25N2O8 at a distorted geometry.

Cartesian coordinates (Å):
O1 0.2225 2.9236 3.2956
O2 -1.3562 0.0028 -1.7897
O3 2.1164 0.4104 -1.2301
O4 3.0533 -2.8466 0.2168
O5 3.6836 0.0781 0.8491
O6 -0.0049 1.3191 1.1683
O7 -0.0950 3.5865 -0.5745
O8 -1.2854 2.4058 -3.1200
N1 -3.5775 -0.1873 -1.4903
N2 0.3173 -1.2042 -0.1248
C1 -0.5846 -2.8947 1.4822
C2 -0.8707 -1.5942 0.7174
C3 -2.1476 -1.5727 -0.1113
C4 -2.3095 -0.4910 -1.1781
H1 -3.8466 0.3000 -2.3330
H2 1.0640 -1.9031 -0.1540
H3 -0.5870 3.3542 3.5940
H4 0.8713 3.6341 3.2696
H5 4.2071 0.1249 1.6572
H6 -0.8295 -0.8724 1.5202
H7 -0.6749 2.1811 -3.8301
H8 2.9906 0.3816 -1.6354
H9 0.0496 -0.9256 -1.0722
H10 3.6879 -3.0155 0.9271
H11 -0.7989 4.1475 -0.9247
H12 -2.1558 -2.5074 -0.6845
H13 -0.3534 1.9502 0.5146
H14 -1.3872 -3.5951 1.2355
H15 0.4090 -3.3201 1.3368
H16 1.6210 0.8575 -1.9271
H17 -0.0710 2.9277 -1.2844
H18 -4.3583 -0.3910 -0.8932
H19 0.1780 1.9246 1.9239
H20 -1.8178 1.6304 -2.9105
H21 -0.5979 -2.8113 2.5707
H22 3.2936 -1.9270 0.0309
H23 4.2711 -0.2571 0.1679
H24 -3.0295 -1.4881 0.5099
H25 0.7029 -0.3356 0.2801

## Properties
Energy above the lowest of the compared OMol25 structures with the same formula, charge and spin   20.0 kcal per mole
Orbital gap   0.4091 Ha
Net charge   +1
LUMO energy   -0.0890 Ha
E_HOMO   -13.55 eV

***

No. 2
The following is a DFT calculation (ωB97M-V/def2-TZVPD) of 7 unconnected molecules or ions with the total composition C4H25N3O6 at a distorted geometry.

Cartesian coordinates (Å):
O1 -1.2591 1.2052 0.1774
O2 1.8755 3.1436 -0.7135
O3 3.5626 0.0386 -1.6143
O4 -2.9422 0.2420 2.2539
O5 -3.4916 1.0068 -1.3457
O6 0.7480 2.0243 3.1795
N1 0.9465 -0.8206 0.4551
N2 -1.5644 -0.9421 -1.8005
N3 2.1312 1.0953 1.1689
C1 -0.2467 -2.7806 -0.4595
C2 0.9475 -2.2925 0.2290
C3 2.1901 -0.1776 0.5833
C4 -0.3545 -2.1166 -1.8113
H1 0.1778 1.8901 3.8706
H2 0.8326 -2.5395 1.3756
H3 4.0286 0.8752 -1.8814
H4 1.5530 1.6306 3.4124
H5 -1.8501 1.6851 -0.4710
H6 0.6091 -1.5834 -2.2000
H7 -1.7575 1.2604 0.9689
H8 1.8872 -2.5025 -0.4026
H9 3.2023 -0.6231 0.2926
H10 -0.2421 -3.9044 -0.4495
H11 -1.3816 -0.4440 -0.8960
H12 -3.8559 0.2339 -1.8542
H13 2.8485 1.8713 1.0417
H14 0.1981 -0.4134 0.9227
H15 -3.5255 1.0365 2.2975
H16 -0.8173 -2.8465 -2.4917
H17 1.2196 1.5522 1.4203
H18 -1.4456 -0.2828 -2.4970
H19 -3.1255 -0.2994 3.1221
H20 -4.0814 1.2222 -0.8002
H21 -2.5650 -1.3630 -1.8883
H22 3.8686 -0.5833 -2.2244
H23 1.8976 4.0488 -0.7846
H24 1.0130 2.8953 -0.3907
H25 -1.2318 -2.4423 0.2050

## Properties
Energy above the lowest of the compared OMol25 structures with the same formula, charge and spin   83.2 kcal per mole
Orbital gap   0.3896 Ha
Net charge   +2
LUMO energy   -0.2213 Ha
E_HOMO   -16.62 eV

***

No. 3
The following is a DFT calculation (ωB97M-V/def2-TZVPD) of 9 unconnected molecules or ions with the total composition C4H25NO10 at a distorted geometry.

Cartesian coordinates (Å):
O1 1.2557 -2.5909 -1.9230
O2 -1.5294 1.9120 0.3229
O3 -3.1588 0.9732 -1.7243
O4 -3.3851 -1.0223 2.0392
O5 -2.4247 -2.4993 -0.0092
O6 2.6903 2.4710 -0.9314
O7 -1.1703 -1.5905 -2.4240
O8 -0.1345 -0.3889 0.7163
O9 0.5543 0.8423 -2.0820
O10 3.0384 -0.7194 -1.1992
N1 0.5126 2.4367 1.1320
C1 0.9522 -0.0143 1.4872
C2 1.0377 -0.9794 2.6892
C3 0.6304 1.4108 2.1876
C4 -0.5239 2.6242 0.2991
H1 -0.2866 1.2543 2.7668
H2 0.4945 -2.5026 -1.3342
H3 3.9941 -0.8479 -1.1488
H4 2.2891 2.3460 -1.8035
H5 1.8418 0.2864 0.9615
H6 -1.7352 -1.8468 -0.1705
H7 1.3242 3.0181 1.0001
H8 -3.8087 1.6066 -1.3873
H9 1.7836 -0.5605 3.3690
H10 -1.9059 -1.5552 -1.8028
H11 -0.9392 0.1370 0.8140
H12 1.3387 0.2868 -1.9246
H13 1.3123 -1.9684 2.3232
H14 2.8259 -1.3245 -1.9261
H15 0.2710 1.0460 -1.1748
H16 0.0598 -0.9772 3.1656
H17 -3.6843 -0.4041 1.3712
H18 -2.9509 -1.7272 1.5235
H19 -2.4497 0.9087 -1.0801
H20 0.9465 -2.6915 -2.8291
H21 1.5383 1.7051 2.7373
H22 -0.4308 3.4288 -0.4439
H23 3.0378 1.5898 -0.7293
H24 -2.2191 -3.4086 -0.2256
H25 -0.9921 -0.6643 -2.6320

## Properties
Energy above the lowest of the compared OMol25 structures with the same formula, charge and spin   53.1 kcal per mole
Orbital gap   0.3723 Ha
SMILES   C[C@@H](O)CNC=O.O.O.O.O.O.O.O.O
LUMO energy   0.0086 Ha
E_HOMO   -9.90 eV

***

No. 4
The following is a DFT calculation (ωB97M-V/def2-TZVPD) of 9 unconnected molecules or ions with the total composition C4H25NO10 at a distorted geometry.

Cartesian coordinates (Å):
O1 1.5819 1.8920 4.3089
O2 -2.6774 2.5879 1.7474
O3 -1.5423 1.2980 -2.0457
O4 -2.1128 -2.0270 -1.6233
O5 0.1624 2.3015 1.7526
O6 -1.4607 -0.8299 4.1618
O7 0.0268 -3.6587 -2.0496
O8 2.2203 -2.0971 -3.1167
O9 -2.2969 -0.4297 0.3557
O10 1.2965 -2.0666 -0.5981
N1 0.8944 0.2267 -0.1260
C1 -0.5006 1.9039 -2.0432
C2 0.8481 1.3426 -2.3915
C3 1.5814 1.1353 -1.0761
C4 1.6803 -0.9691 0.2185
H1 1.0117 2.4051 3.7100
H2 -0.7384 2.5632 1.4821
H3 -0.9050 -3.3779 -1.9031
H4 2.9313 -2.7480 -3.1206
H5 1.4569 1.8830 -3.1131
H6 -2.6247 0.4468 0.0961
H7 0.4281 1.4314 1.4244
H8 2.4111 2.0250 3.8336
H9 2.7301 -0.8254 -0.0488
H10 -2.7495 -2.4723 -1.0590
H11 -2.7869 2.2700 2.6404
H12 -1.5417 -1.7532 4.4084
H13 1.8203 2.0492 -0.4826
H14 -3.4341 2.8084 1.1954
H15 -1.6618 -0.1856 1.0399
H16 -0.6606 -0.5274 4.5893
H17 0.0041 -0.0511 -0.5242
H18 1.7589 -2.1428 -2.2449
H19 0.4332 -2.3866 -0.3019
H20 0.1419 -3.7717 -3.0007
H21 -0.4748 3.0063 -1.9722
H22 1.4868 -1.2495 1.2584
H23 -2.0050 -1.1391 -1.1895
H24 0.6887 0.4265 -2.9673
H25 2.5779 0.7059 -1.2246

## Properties
Energy above the lowest of the compared OMol25 structures with the same formula, charge and spin   78.8 kcal per mole
Orbital gap   0.3593 Ha
SMILES   O=CCCNCO.O.O.O.O.O.O.O.O
LUMO energy   0.0062 Ha
E_HOMO   -9.61 eV

***

No. 5
The following is a DFT calculation (ωB97M-V/def2-TZVPD) of 9 unconnected molecules or ions with the total composition C4H26N2O8 at a distorted geometry.

Cartesian coordinates (Å):
O1 -1.2119 2.7880 -1.8362
O2 -0.4502 -1.3946 3.4821
O3 -2.6604 -0.3825 -1.8514
O4 1.5939 -2.7346 2.1106
O5 1.6932 -3.1611 -0.9430
O6 -2.3292 2.7554 0.9622
O7 -0.4847 0.4429 -3.3012
O8 -3.4701 0.2014 0.6166
N1 2.1458 -0.6208 -1.8846
N2 1.1203 1.5456 1.8872
C1 2.4553 -0.0557 0.6081
C2 -0.0495 0.0494 0.4464
C3 1.1044 0.4688 0.9749
C4 2.6135 0.3643 -0.9040
H1 -1.2045 2.8687 -0.8701
H2 -1.3460 -1.2732 3.1051
H3 -0.0510 -0.6756 -0.3607
H4 2.8830 -0.9220 -2.5017
H5 -0.5919 1.3230 -2.8633
H6 1.8776 2.2018 1.7865
H7 -0.9916 0.3375 0.8726
H8 -3.3948 -0.4097 -2.4723
H9 0.3254 0.1400 -2.8397
H10 1.7197 -1.9013 2.5492
H11 1.5689 -2.9864 0.0118
H12 -1.9083 -0.0177 -2.3816
H13 -3.3087 0.1363 -0.3568
H14 3.2706 0.5122 1.0972
H15 -1.9921 3.2466 -2.1364
H16 0.2350 2.0221 2.0005
H17 -3.4554 -0.7264 0.8681
H18 1.9525 1.2095 -1.1355
H19 2.5159 -1.1534 0.6505
H20 -2.5794 1.8151 0.8443
H21 -0.0465 -0.5791 3.1406
H22 1.6026 -1.4124 -1.5336
H23 -3.1940 3.0921 1.2268
H24 0.7698 -3.1872 2.2483
H25 1.1387 -3.9200 -1.1784
H26 3.6631 0.6782 -1.0221

## Properties
Energy above the lowest of the compared OMol25 structures with the same formula, charge and spin   3.2 kcal per mole
Orbital gap   0.3160 Ha
SMILES   C=C(N)CCN.O.O.O.O.O.O.O.O
LUMO energy   0.0132 Ha
E_HOMO   -8.24 eV

***

No. 6
The following is a DFT calculation (ωB97M-V/def2-TZVPD) of 9 unconnected molecules or ions with the total composition C4H26NO10 at a distorted geometry.

Cartesian coordinates (Å):
O1 -1.2029 1.4982 4.0877
O2 1.2117 -1.4094 2.5493
O3 0.4589 2.3627 -1.2611
O4 2.6860 -0.3082 -2.3054
O5 3.0375 1.8536 -0.7670
O6 -2.3760 -2.2381 1.3415
O7 -1.2919 -1.0440 -2.8046
O8 -2.7319 0.2628 2.2768
O9 0.6486 0.7282 -3.3893
O10 -0.8210 -2.7276 -0.7630
N1 1.4667 -1.2487 -0.0533
C1 0.7727 -0.3557 2.1570
C2 -0.3450 0.4964 0.0479
C3 -0.3562 2.0026 -0.1701
C4 0.9601 0.0047 0.6618
H1 -1.1753 1.2593 5.0243
H2 -3.6154 0.5081 2.4542
H3 -0.8366 -3.7005 -0.8790
H4 -1.8634 -1.4359 -3.4806
H5 -2.2150 0.6545 2.9584
H6 -1.2204 0.2041 0.6798
H7 3.3280 -0.6785 -2.9827
H8 0.2749 0.3509 2.7777
H9 -1.3773 2.3959 -0.4504
H10 -2.4974 -1.3622 1.6678
H11 3.0708 1.0754 -1.3842
H12 -1.4563 -2.5512 -0.0520
H13 2.0687 -1.7486 0.5887
H14 -0.5816 0.0192 -0.9598
H15 0.6498 -1.8339 -0.2960
H16 1.8209 0.7774 0.5820
H17 1.9039 0.1640 -2.8714
H18 -1.2771 2.5060 4.1528
H19 1.3543 2.2723 -1.0251
H20 -1.1469 -1.7182 -2.1914
H21 -0.0831 0.0648 -3.2750
H22 3.7051 2.5021 -1.0886
H23 -3.2008 -2.6349 1.4058
H24 -0.1195 2.6010 0.7370
H25 0.4546 1.4237 -2.7457
H26 1.9179 -0.9925 -0.9548

## Properties
Energy above the lowest of the compared OMol25 structures with the same formula, charge and spin   27.1 kcal per mole
Orbital gap   0.4045 Ha
Net charge   +1
LUMO energy   -0.0881 Ha
E_HOMO   -13.41 eV

***

No. 7
The following is a DFT calculation (ωB97M-V/def2-TZVPD) of a molecular structure, C4H27B4NOSn at a distorted geometry.

Cartesian coordinates (Å):
Sn1 1.7033 19.1237 -10.1442
O1 3.5521 16.9406 -9.7035
N1 0.9272 16.9361 -8.7859
C1 1.6991 16.2019 -6.5528
C2 4.8056 16.6085 -10.2757
C3 3.2458 16.1360 -8.5862
C4 2.0718 16.8221 -7.9099
B1 1.1599 19.9954 -7.1856
B2 0.5405 21.9086 -10.7434
B3 -1.3094 18.5435 -10.8869
B4 4.8124 19.8843 -9.2131
H1 1.4541 15.1333 -6.6396
H2 5.7284 19.1887 -9.3740
H3 0.8282 16.7020 -6.1365
H4 0.9853 18.9451 -6.7236
H5 0.1844 22.9799 -10.4907
H6 1.6391 21.8830 -10.3466
H7 4.3017 20.1308 -10.2321
H8 4.5844 15.8238 -11.0169
H9 -1.6830 19.0918 -9.9399
H10 3.0102 15.1388 -8.9875
H11 2.2658 20.0525 -7.5260
H12 0.5119 21.7276 -11.8869
H13 2.5189 17.7994 -7.6963
H14 0.0682 17.2170 -8.3245
H15 -0.6244 19.2497 -11.5022
H16 -0.7425 17.5933 -10.5257
H17 4.0864 19.3173 -8.5103
H18 5.5289 16.3331 -9.5116
H19 0.7036 15.9790 -9.0623
H20 5.2143 17.3664 -10.9434
H21 -0.0614 21.1299 -10.1337
H22 0.9126 20.8201 -6.4141
H23 5.1688 20.8674 -8.7217
H24 4.0423 16.0095 -7.8494
H25 -2.2728 18.2634 -11.4658
H26 0.4224 20.2374 -8.0530
H27 2.5385 16.1433 -5.8534

## Properties
Energy above the lowest of the compared OMol25 structures with the same formula, charge and spin   0.0 kcal per mole
Orbital gap   0.2688 Ha
Net charge   -2
LUMO energy   0.1744 Ha
E_HOMO   -2.57 eV

***

No. 8
The following is a DFT calculation (ωB97M-V/def2-TZVPD) of 9 unconnected molecules or ions with the total composition C4H27N2O10 at a distorted geometry.

Cartesian coordinates (Å):
O1 -0.4931 2.5352 2.9796
O2 3.6982 -0.0450 1.5509
O3 3.1264 0.1438 -2.8032
O4 -0.7117 -1.3964 1.6232
O5 -0.0674 -2.7272 -0.8739
O6 3.6874 -1.9366 -0.2413
O7 -4.3709 -1.4338 -0.3038
O8 -3.2232 0.8816 1.9167
O9 -2.2080 2.2176 -0.5008
O10 1.1367 -1.7901 -2.5105
N1 1.2655 1.0275 1.3413
N2 -1.4660 -0.0732 -2.1570
C1 0.3887 -1.6674 -1.5838
C2 -0.4338 -0.4322 -1.1939
C3 0.4197 0.8312 -0.9331
C4 0.1381 1.4882 0.4447
H1 4.6121 -0.2314 1.3094
H2 -0.7309 1.0097 0.8664
H3 1.3744 0.0270 1.3686
H4 3.1516 -0.6706 -3.3098
H5 3.2734 -0.7244 0.9816
H6 0.3635 1.5717 -1.7234
H7 -4.7471 -1.2260 -1.1616
H8 3.7001 -1.6267 -1.1441
H9 -2.4153 1.3943 -0.9616
H10 0.2458 -3.6009 -1.1460
H11 1.4630 0.5057 -0.8851
H12 -2.8715 2.3305 0.1890
H13 1.1896 1.3898 2.2895
H14 -2.3105 -0.6149 -2.0697
H15 -5.0028 -1.3202 0.4033
H16 3.5744 -2.8820 -0.4148
H17 -1.0402 -0.6065 -0.3158
H18 -0.6911 -1.8572 2.4714
H19 -3.4318 0.2146 1.2587
H20 3.4196 0.8780 -3.3479
H21 -0.2852 2.9252 3.8388
H22 -0.3599 -2.0673 1.0155
H23 -3.2403 0.5186 2.7983
H24 -1.2702 0.0480 -3.1394
H25 2.1841 1.2658 0.9561
H26 -1.1263 3.1626 2.6397
H27 0.0846 2.5631 0.4781

## Properties
Energy above the lowest of the compared OMol25 structures with the same formula, charge and spin   49.8 kcal per mole
Orbital gap   0.3699 Ha
Net charge   +1
LUMO energy   -0.0905 Ha
E_HOMO   -12.53 eV

***

Q: Among the records above, which one has the lowest orbital gap?
A: C4H27B4NOSn